[1]
Formula: C30H26N2O4
Source: the Open Molecules 2025 dataset
Level of theory: ωB97M-V with the def2-TZVPD basis set

**Energy above the lowest of the compared OMol25 structures with the same formula, charge and spin**: 0.00 kJ/mol
**SMILES**: C[C@@]1(OC(=O)CCc2ccccc2)C(=O)C=C2C=C(c3ccc(C#N)cc3)N(CC3CC3)C=C2C1=O
**HOMO energy**: -7.874 eV

Element x y z (Å)
C1 -0.4967 -0.0581 4.2169
H1 0.2261 0.7340 4.3985
H2 -0.1292 -0.9926 4.6344
H3 -1.4451 0.2012 4.6804
C2 -0.7130 -0.2274 2.7118
C3 0.5897 -0.7194 2.0787
O1 1.0180 -1.8261 2.3369
C4 1.3022 0.2269 1.2195
C5 2.4293 -0.1948 0.5836
N1 3.1481 0.5824 -0.2551
C6 2.7529 1.8931 -0.4398
C7 1.6174 2.3610 0.1365
C8 0.7782 1.5422 0.9610
C9 -0.4352 1.9504 1.4307
C10 -1.3099 1.0851 2.1558
O2 -2.4858 1.3251 2.3745
H4 -0.8265 2.9204 1.1631
H5 1.3347 3.3904 -0.0213
C11 3.6093 2.8093 -1.2173
C12 4.9312 3.0369 -0.8327
C13 5.7190 3.9315 -1.5272
C14 5.1903 4.6143 -2.6234
C15 3.8649 4.4040 -3.0040
C16 3.0831 3.5116 -2.2989
H6 2.0566 3.3487 -2.5907
H7 3.4590 4.9419 -3.8475
C17 5.9987 5.5249 -3.3436
N2 6.6560 6.2600 -3.9272
H8 6.7405 4.1112 -1.2268
H9 5.3339 2.5268 0.0307
C18 4.1347 -0.0533 -1.0997
C19 3.5272 -0.7140 -2.3310
C20 2.3711 -0.1086 -3.0669
C21 2.1919 -1.3928 -2.3144
H10 2.0865 -2.3083 -2.8755
H11 1.5925 -1.3714 -1.4169
H12 2.3822 -0.1302 -4.1456
H13 1.9051 0.7751 -2.6597
H14 4.2984 -1.1767 -2.9361
H15 4.8685 0.6858 -1.4286
H16 4.6541 -0.8137 -0.5077
H17 2.7848 -1.2020 0.7491
O3 -1.7010 -1.2577 2.5351
C22 -1.8248 -1.6651 1.2809
O4 -1.0882 -1.2982 0.3922
C23 -3.0102 -2.5731 1.1062
C24 -4.2360 -1.6903 0.7988
C25 -5.4673 -2.5414 0.6809
C26 -5.8228 -3.1056 -0.5374
C27 -6.9391 -3.9163 -0.6401
C28 -7.7134 -4.1760 0.4778
C29 -7.3655 -3.6204 1.6972
C30 -6.2485 -2.8101 1.7973
H18 -5.9808 -2.3753 2.7496
H19 -7.9672 -3.8182 2.5725
H20 -8.5859 -4.8077 0.3984
H21 -7.2066 -4.3460 -1.5947
H22 -5.2218 -2.9029 -1.4127
H23 -4.3534 -0.9588 1.6005
H24 -4.0558 -1.1516 -0.1337
H25 -2.8272 -3.2595 0.2795
H26 -3.1791 -3.1307 2.0269

[2]
Formula: C5H14N2
Source: the Open Molecules 2025 dataset
Level of theory: ωB97M-V with the def2-TZVPD basis set

**Energy above the lowest of the compared OMol25 structures with the same formula, charge and spin**: 208.78 kJ/mol
**SMILES**: C[C@H](N)CCCN
**HOMO energy**: -8.909 eV

Element x y z (Å)
C1 -0.5743 -2.0307 0.8773
C2 -1.2095 -1.0780 -0.1894
C3 -0.1219 -0.0439 -0.5385
C4 0.7155 0.4373 0.6469
C5 0.8782 1.9688 0.7415
N1 1.9334 2.5725 -0.1406
N2 -1.7713 -1.7400 -1.4176
H1 0.3789 -2.4135 0.4654
H2 -0.2774 -1.5292 1.7441
H3 -1.4607 -2.6971 1.2245
H4 -2.0645 -0.4347 0.2804
H5 0.5757 -0.4139 -1.4066
H6 -0.5025 0.7987 -0.8402
H7 1.6735 -0.0033 0.7810
H8 0.0604 0.1322 1.5665
H9 -0.0640 2.4931 0.6070
H10 0.9874 2.2035 1.7448
H11 2.9109 2.4293 0.1327
H12 1.8309 2.1956 -1.0470
H13 -1.3985 -1.3928 -2.3269
H14 -1.9128 -2.7158 -1.2447

[3]
Formula: C4H10OSi
Source: the Open Molecules 2025 dataset
Level of theory: ωB97M-V with the def2-TZVPD basis set

**Energy above the lowest of the compared OMol25 structures with the same formula, charge and spin**: 129.39 kJ/mol
**SMILES**: C[C@@H]1O[Si]1(C)C
**HOMO energy**: -8.728 eV

Element x y z (Å)
C1 0.4082 1.2529 0.6432
C2 1.9225 1.1079 0.9300
C3 0.4500 -1.6253 -0.4537
C4 -2.2584 -0.1508 -1.0141
O1 -0.4489 0.4553 1.5018
Si1 -0.5435 -0.0824 -0.2142
H1 -0.0055 2.3645 0.5404
H2 2.3830 2.0601 0.6656
H3 2.2788 0.3856 0.2339
H4 1.9773 0.7788 1.8876
H5 1.1367 -1.8359 0.4669
H6 -0.4248 -2.3308 -0.3493
H7 1.1632 -1.8325 -1.3000
H8 -2.2666 -0.4973 -2.0285
H9 -3.0221 -0.8298 -0.5451
H10 -2.7499 0.7797 -0.9647

[4]
Formula: C44H49AsCsN3O2S4Se
Source: the Open Molecules 2025 dataset
Level of theory: ωB97M-V with the def2-TZVPD basis set

**Energy above the lowest of the compared OMol25 structures with the same formula, charge and spin**: 111.98 kJ/mol
**HOMO energy**: -6.247 eV

Element x y z (Å)
Cs1 -0.6619 -0.8112 -0.0566
O1 -0.7068 -0.3373 3.5352
S1 -0.6676 -0.1685 5.0167
C1 1.0560 0.1034 5.5362
C2 2.1051 -0.9488 5.1696
C3 2.9378 -0.6318 3.9252
C4 2.0778 -0.5481 2.6787
S2 2.9756 -0.5720 1.1132
O2 1.8691 -0.5833 0.0969
C5 3.6058 1.0964 1.1600
C6 4.8075 1.3646 1.8001
C7 5.2662 2.6729 1.8461
C8 4.5342 3.6867 1.2408
C9 3.3474 3.3970 0.5817
C10 2.8752 2.0931 0.5334
C11 -0.8433 -1.8147 5.7027
C12 -0.8216 -2.0203 7.0764
C13 -0.9495 -3.3103 7.5647
C14 -1.1071 -4.3768 6.6862
C15 -1.1520 -4.1562 5.3185
C16 -1.0257 -2.8648 4.8198
H1 0.9661 0.2115 6.6195
H2 1.3050 1.0917 5.1397
H3 1.6291 -1.9265 5.0533
H4 2.7880 -1.0468 6.0160
H5 3.6846 -1.4220 3.8054
H6 3.4846 0.3036 4.0729
H7 1.4395 0.3356 2.6623
H8 1.4202 -1.4171 2.6123
H9 5.3822 0.5632 2.2490
H10 6.1997 2.8992 2.3441
H11 4.8987 4.7052 1.2753
H12 2.7819 4.1846 0.1003
H13 1.9606 1.8423 0.0091
H14 -0.7126 -1.1865 7.7603
H15 -0.9323 -3.4846 8.6326
H16 -1.2061 -5.3826 7.0732
H17 -1.2830 -4.9841 4.6337
H18 -1.0765 -2.6611 3.7588
S3 0.1725 0.5592 -2.8885
C17 -0.1936 2.1232 -3.2556
N1 0.0741 2.7330 -4.4139
C18 -0.4679 4.0594 -4.6821
C19 -1.8747 4.1025 -4.1469
N2 -1.8027 3.8588 -2.7107
C20 -2.7287 4.6185 -1.8716
C21 -2.4767 6.0996 -1.9827
C22 -1.2388 6.6088 -1.5954
C23 -0.9776 7.9650 -1.6975
C24 -1.9532 8.8278 -2.1844
C25 -3.1870 8.3275 -2.5676
C26 -3.4456 6.9654 -2.4698
C27 -0.9279 2.9788 -2.2134
S4 -0.6021 2.7736 -0.6059
C28 0.7430 2.0626 -5.5284
C29 -0.2256 1.7643 -6.6446
C30 -0.1343 2.4175 -7.8661
C31 -1.0516 2.1555 -8.8764
C32 -2.0688 1.2392 -8.6654
C33 -2.1658 0.5805 -7.4450
C34 -1.2486 0.8392 -6.4400
H19 -0.4501 4.2271 -5.7574
H20 0.1398 4.8294 -4.1959
H21 -2.5012 3.3513 -4.6383
H22 -2.3164 5.0864 -4.3011
H23 -2.5776 4.2818 -0.8487
H24 -3.7495 4.3668 -2.1703
H25 -0.4862 5.9320 -1.2050
H26 -0.0156 8.3537 -1.3898
H27 -1.7501 9.8878 -2.2613
H28 -3.9503 8.9950 -2.9455
H29 -4.4106 6.5741 -2.7711
H30 1.1824 1.1484 -5.1356
H31 1.5477 2.7131 -5.8788
H32 0.6640 3.1327 -8.0328
H33 -0.9694 2.6679 -9.8260
H34 -2.7840 1.0329 -9.4508
H35 -2.9537 -0.1425 -7.2799
H36 -1.3154 0.3201 -5.4910
C35 -1.3967 -5.5786 -0.9471
As1 -0.2833 -4.0470 -0.4791
C36 1.4639 -4.9156 -0.7504
C37 -0.4005 -4.1936 1.5081
C38 0.0276 -5.4831 2.1207
C39 -0.8902 -6.5192 2.2960
C40 -0.5036 -7.7203 2.8730
C41 0.8078 -7.9085 3.2879
C42 1.7299 -6.8846 3.1192
C43 1.3413 -5.6858 2.5403
H37 -1.0560 -6.4843 -0.4443
H38 -1.3382 -5.7232 -2.0260
H39 -2.4318 -5.3658 -0.6778
H40 1.5618 -5.8539 -0.2034
H41 2.2662 -4.2377 -0.4552
H42 1.5655 -5.1141 -1.8184
H43 -1.4505 -3.9926 1.7247
H44 0.1893 -3.3713 1.9235
H45 -1.9192 -6.3720 1.9857
H46 -1.2326 -8.5102 3.0029
H47 1.1084 -8.8448 3.7398
H48 2.7549 -7.0191 3.4418
H49 2.0663 -4.8884 2.4124
Se1 -5.2321 -4.0680 0.5436
C44 -3.7484 -3.0789 0.3013
N3 -2.7740 -2.4526 0.1486